# 1
ORCA calculation (the ωB97M-V functional and the def2-TZVPD basis) on 2 unconnected molecules or ions with the total composition C8H14N2O3.

XYZ file:
```
27
C8H14N2O3 | the OMol25 dataset | the ωB97M-V functional and the def2-TZVPD basis
O 2.40460 1.98456 -0.19765
O 2.71197 -1.98742 0.53678
O 0.45514 -2.06063 0.50850
N 3.74891 0.29161 -0.49208
N 1.63610 -1.33080 0.45970
C -2.27987 -0.59973 -0.23601
C -0.45602 1.37475 1.30738
C -0.00278 0.48752 0.19017
C 2.59370 0.78533 -0.15622
C 1.43671 -0.04447 0.32366
C -2.32204 -0.80724 -1.52672
C -0.08605 1.26121 -1.06861
C -2.83999 -0.93501 1.03745
H -3.04606 -0.05205 1.62608
H 3.78727 -0.67439 -0.19509
H -2.28982 -1.74256 1.67879
H 4.28535 0.91504 -1.08981
H -0.80474 0.70526 2.24234
H -3.74042 -1.36521 0.81686
H 0.08728 0.53988 -2.00953
H -1.40027 1.91777 1.10235
H -3.30578 -0.99275 -2.14032
H 0.73794 -3.02026 0.28249
H 0.76595 1.92289 -1.15545
H 0.31434 2.05686 1.66029
H -1.42055 -0.53543 -2.18280
H -0.97086 1.90527 -1.32256
```

Properties
Kohn-Sham gap (spin up / spin down): 0.2919 / 0.3050 Ha
HOMO level (spin up / spin down): -7.716 / -7.982 eV
2S+1: 1

---

# 2
ORCA calculation (the ωB97M-V functional and the def2-TZVPD basis) on a single C8H14N2O3S molecule.

XYZ file:
```
28
C8H14N2O3S | the OMol25 dataset | the ωB97M-V functional and the def2-TZVPD basis
S 4.64577 -1.30642 -0.29866
O 0.52926 1.05052 -1.27249
O 3.71312 1.65716 -0.46263
O 2.00074 2.36502 0.84080
N -2.23652 0.07325 -1.24835
N 0.83464 -0.18823 0.61209
C -3.56359 0.13027 -0.78141
C 2.62914 1.49136 0.30787
C -1.46063 0.45850 -0.04224
C -2.07992 -0.44000 1.07135
C 2.81619 -0.94435 -0.63551
C 2.27321 -0.04806 0.53645
C -3.44016 -0.87941 0.38519
C 0.04909 0.44453 -0.28302
H 4.55888 -2.43817 0.38254
H 2.17216 -1.85657 -0.58386
H 3.84032 2.58165 -0.66358
H 2.66846 -0.37665 1.46775
H -2.29042 0.07445 2.07730
H -3.72064 1.20315 -0.30500
H -1.80577 1.50352 0.20197
H -4.23037 -0.76590 1.22373
H -1.98809 0.53750 -2.10346
H -4.26007 -0.19694 -1.58111
H 2.66933 -0.40597 -1.57492
H -1.40821 -1.29808 1.19317
H -3.41408 -1.99081 0.01861
H 0.49817 -0.43530 1.51743
```

Properties
Kohn-Sham gap: 0.3533 Ha
HOMO level: -9.015 eV
2S+1: 1

---

# 3
ORCA calculation (the ωB97M-V functional and the def2-TZVPD basis) on a single C8H14N2O4 molecule.

XYZ file:
```
28
C8H14N2O4 | the OMol25 dataset | the ωB97M-V functional and the def2-TZVPD basis
O -2.05801 -3.99382 0.31628
O 0.87146 -1.48577 2.07222
O -2.18055 0.30196 0.45875
O -2.89425 -2.10175 -0.51535
N 1.12136 1.63295 0.45425
N -0.38840 -0.81136 -0.23672
C -1.02508 0.34212 0.06483
C 1.44860 2.45276 -1.69276
C -0.66557 -2.09367 0.46174
C -1.94272 -2.81493 0.08610
C -0.23710 1.59929 -0.18504
C 2.22572 1.75413 -0.57657
C -0.45257 -1.97265 1.95986
C -0.00638 1.89636 -1.63842
H 3.07699 2.30849 -0.18090
H 1.89459 2.38705 -2.69227
H 1.43675 3.52768 -1.47989
H -2.77982 -1.13633 -0.45225
H 2.62941 0.77176 -0.86419
H 1.20192 0.83416 1.04007
H 0.12088 -2.72230 0.06433
H -0.46381 -2.93054 2.43243
H -1.11263 -1.29778 2.51008
H 1.24464 -1.70213 2.93996
H 0.62841 -0.74511 -0.32601
H -0.74216 2.58653 -1.98557
H -0.11741 1.00953 -2.31314
H -0.83427 2.40334 0.27817
```

Properties
Kohn-Sham gap: 0.3574 Ha
HOMO level: -9.296 eV
2S+1: 1

---

# 4
ORCA calculation (the ωB97M-V functional and the def2-TZVPD basis) on a molecular structure, C8H14N2O4SZn.

XYZ file:
```
30
C8H14N2O4SZn | the OMol25 dataset | the ωB97M-V functional and the def2-TZVPD basis
Zn -0.92365 -0.26820 -0.92981
S 1.73463 0.27493 -1.06612
O -0.86964 -0.40943 -2.82389
O -3.86393 1.48253 -2.64048
O -2.73846 0.38895 -1.04654
O -1.93130 0.64710 -4.48390
N -0.15614 -1.62929 0.56624
N -0.68731 1.12537 0.75986
C -0.73119 0.33307 1.98609
C 1.76303 1.46000 0.32058
C -1.84428 0.32118 -3.32995
C 2.19035 -1.30339 -0.28072
C 0.39931 2.09145 0.61591
C 0.09154 -0.95106 1.85259
C 1.03739 -2.27777 -0.01207
C -2.94104 0.79909 -2.28233
H -1.77501 0.07318 2.16727
H 0.72868 -2.73902 -0.95020
H 2.75804 -1.07718 0.62087
H 0.50096 2.71560 1.51179
H 2.18993 0.97007 1.19476
H 0.13222 2.74593 -0.21390
H -1.58228 1.58328 0.61821
H -0.37067 0.89689 2.85326
H 1.14936 -0.71104 1.91097
H 1.41724 -3.06750 0.64467
H -0.12781 -1.61323 2.69248
H 2.44980 2.25312 0.02991
H -0.88067 -2.32944 0.68543
H 2.88088 -1.78518 -0.97097
```

Properties
Kohn-Sham gap: 0.2866 Ha
HOMO level: -8.016 eV
2S+1: 1

---

# 5
ORCA calculation (the ωB97M-V functional and the def2-TZVPD basis) on a gas-phase ion, C8H14N2P (charge +1).

XYZ file:
```
25
C8H14N2P | the OMol25 dataset | the ωB97M-V functional and the def2-TZVPD basis
P 1.93537 2.88272 -0.54089
N -0.53172 2.46954 0.65754
N 2.11605 -0.14525 -0.30362
C 0.87341 0.27827 0.37037
C -0.21668 -0.78002 0.26918
C -1.54937 -2.49971 1.18387
C -2.14230 -2.72196 -0.05190
C -0.73204 -1.08161 -1.02901
C -1.75084 -1.98665 -1.17974
C -0.72462 -1.43302 1.35648
C 0.47875 1.65351 -0.24355
H 2.30773 3.24403 0.64092
H 2.89516 -0.75074 0.24660
H 1.17290 3.93411 -0.71945
H -2.81886 -3.57947 -0.21688
H -0.23095 -0.48253 -1.96189
H 1.76511 -0.75091 -1.13356
H 1.02418 0.47059 1.50148
H -2.16504 -2.22847 -2.10474
H -1.99893 -2.81682 2.10370
H -0.56708 3.28932 0.13710
H -0.08882 -1.17689 2.34502
H -1.48623 2.01998 0.44703
H -0.11253 1.52273 -1.16374
H 2.54734 0.66923 -0.61035
```

Properties
Charge: +1
Kohn-Sham gap: 0.3557 Ha
HOMO level: -13.119 eV
2S+1: 1

---

# 6
ORCA calculation (the ωB97M-V functional and the def2-TZVPD basis) on a molecular structure, C8H14N2PSTi.

XYZ file:
```
27
C8H14N2PSTi | the OMol25 dataset | the ωB97M-V functional and the def2-TZVPD basis
Ti -0.48669 -0.69047 -1.41384
S -0.48338 -1.65414 0.72571
P -0.49752 1.72299 -0.86236
N -1.11593 0.54767 2.43315
N 0.99477 0.02431 2.36620
C 0.77745 -2.13558 -2.01387
C 0.40845 -0.57783 -3.66473
C -0.19963 -0.28787 1.83972
C -0.51422 1.38015 3.51799
C -0.89453 -1.25704 -3.41077
C -0.49673 -2.41013 -2.68779
C 0.95834 1.00723 3.44128
C 1.29322 -0.94626 -2.60614
H -1.93515 -1.07121 -3.81492
H -2.10128 0.34846 2.32892
H -0.96152 1.11592 4.50743
H 1.28152 0.60616 4.41773
H -1.79201 2.34093 -0.26070
H 0.76019 0.17983 -4.38310
H 2.24895 -0.43233 -2.38604
H 1.24985 -2.79496 -1.25106
H 1.56228 1.86681 3.11096
H 0.73158 2.40301 -0.50823
H -0.72935 2.07888 -2.30086
H -0.66210 2.44403 3.26436
H 1.77149 -0.59166 2.14559
H -1.16805 -3.21688 -2.53463
```

Properties
Charge: +1
Kohn-Sham gap (spin up / spin down): 0.2507 / 0.2505 Ha
HOMO level (spin up / spin down): -9.900 / -9.949 eV
2S+1: 1

---

# 7
ORCA calculation (the ωB97M-V functional and the def2-TZVPD basis) on a gas-phase ion, C8H14N3 (charge +1).

XYZ file:
```
25
C8H14N3 | the OMol25 dataset | the ωB97M-V functional and the def2-TZVPD basis
N -0.31536 0.98969 1.22772
N -0.43173 0.75468 -1.01471
N -1.54881 -1.22299 0.95713
C -1.38956 1.77096 0.72739
C -0.39887 -0.61323 1.21609
C -1.84091 -2.07540 -0.21115
C 1.81625 0.31615 -0.19921
C -1.51250 1.49758 -0.58723
C 2.44323 1.48222 -0.16386
C 0.30262 0.25317 0.14232
C 2.38268 -0.95504 -0.80334
H -1.20171 -1.69953 -1.03728
H 0.17783 1.49741 2.04052
H 3.06921 -0.68928 -1.64085
H 3.28344 1.85998 -0.59659
H 0.37631 -0.82743 2.06697
H -1.63752 -3.07502 -0.23291
H 2.85896 -1.50429 -0.00868
H 1.89579 2.36231 0.07356
H -2.19584 1.80195 -1.26517
H -2.91666 -1.91019 -0.60715
H -2.29936 -1.28309 1.73306
H -2.01581 2.27963 1.37483
H -0.27407 0.36477 -1.99406
H 1.37238 -1.37499 -1.19739
```

Properties
Charge: +1
Kohn-Sham gap: 0.3573 Ha
HOMO level: -12.434 eV
2S+1: 1

---

# 8
ORCA calculation (the ωB97M-V functional and the def2-TZVPD basis) on a gas-phase ion, C8H14N3 (charge +1).

XYZ file:
```
25
C8H14N3 | the OMol25 dataset | the ωB97M-V functional and the def2-TZVPD basis
N -0.41393 0.38148 -0.55730
N -1.19175 -1.23355 0.97897
N -0.81400 1.42532 -2.40967
C -1.97603 1.57985 -1.67470
C 0.08175 0.74939 -1.72986
C 1.14410 -0.02602 1.36357
C 1.37764 -1.19339 0.37671
C 1.12273 -0.22883 2.89435
C -1.67559 0.87529 -0.52523
C 0.05661 -0.49123 0.37006
C -0.46827 2.07216 -3.62801
H -1.43833 -2.04130 0.39642
H 1.93998 -1.07284 -0.54447
H 0.43256 0.55781 3.26598
H 1.33871 -2.20095 0.87977
H 2.04896 0.26673 3.22061
H -1.99656 -0.68075 0.73078
H -0.98540 -1.44667 1.92151
H -1.18249 1.95178 -4.42107
H 0.59263 1.72261 -3.87784
H 1.68822 0.92408 1.10441
H -2.41023 0.70083 0.37696
H -0.58172 3.15309 -3.47106
H 1.12315 0.55851 -2.10237
H 0.96521 -1.27257 3.17670
```

Properties
Charge: +1
Kohn-Sham gap: 0.2899 Ha
HOMO level: -11.228 eV
2S+1: 1